{
  "formula": "C2H6N4OS",
  "method": "ωB97M-V/def2-TZVPD",
  "species": ["H", "N", "C", "N", "N", "O", "C", "N", "S", "H", "H", "H", "H", "H"],
  "xyz": [[0.197, 0.314, -2.503], [0.147, -0.650, -2.381], [0.580, -1.006, -1.189], [0.800, -2.163, -0.478], [0.529, -0.086, -0.113], [0.077, 1.346, -0.616], [-0.594, 2.069, 0.498], [-1.228, 1.927, 1.660], [-1.074, 0.058, 2.020], [0.741, -3.174, -0.901], [0.785, -2.253, 0.517], [1.453, 0.290, 0.282], [-0.440, 3.107, 0.269], [-1.973, 0.222, 2.933]],
  "forces_ev_per_angstrom": [[-0.080, 1.971, 0.118], [1.761, -4.793, 2.393], [-2.328, 1.954, -0.743], [0.226, -4.608, -3.224], [1.566, 5.397, 0.587], [-1.132, -1.369, 3.927], [-0.433, 0.443, 1.014], [3.217, -3.794, -4.129], [-0.308, 1.786, -0.405], [0.231, 3.184, 0.514], [-0.291, 0.945, 0.260], [-1.333, -1.497, -0.858], [-0.144, 0.427, -0.663], [-0.953, -0.045, 1.210]],
  "lumo_ha": 0.0131,
  "total_energy_ev": -21009.378,
  "smiles": "[H]/N=C(/N)NO/C=N\\S",
  "multiplicity": 1,
  "relative_energy_kcal_mol": 136.7,
  "orbital_gap_ev": 9.464,
  "largest_force_ev_per_a": 6.464
}

{
  "formula": "C4H4Br2F6O6S2Ti",
  "method": "ωB97M-V/def2-TZVPD",
  "species": ["Ti", "C", "F", "F", "F", "S", "O", "O", "O", "C", "F", "F", "F", "S", "O", "O", "O", "Br", "C", "C", "Br", "H", "H", "H", "H"],
  "xyz": [[0.708, 0.072, 0.325], [-0.173, -4.598, 0.031], [0.398, -4.519, -1.138], [-0.982, -5.637, 0.099], [0.763, -4.791, 0.976], [-1.178, -3.024, 0.372], [-1.921, -3.005, -0.862], [-2.058, -3.208, 1.543], [-0.246, -1.915, 0.566], [0.475, 1.156, -3.984], [0.883, 2.247, -3.325], [-0.461, 1.439, -4.857], [1.575, 0.694, -4.605], [-0.108, -0.198, -2.792], [-0.479, -1.265, -3.702], [0.999, -0.484, -1.894], [-1.198, 0.380, -2.074], [1.943, 1.875, 3.812], [0.387, 3.079, 3.919], [0.204, 3.821, 2.590], [0.100, 2.669, 0.974], [0.518, 3.906, 4.620], [-0.428, 2.481, 4.312], [1.043, 4.508, 2.536], [-0.762, 4.317, 2.559]],
  "forces_ev_per_angstrom": [[-0.440, -0.861, -0.710], [-0.487, 1.513, 1.937], [0.441, -0.177, -0.771], [-0.450, -0.536, -0.392], [0.507, 0.010, 0.051], [-3.450, -0.622, 0.458], [0.504, 0.263, -0.161], [1.977, -0.312, -0.991], [1.302, 0.647, 0.076], [1.054, -1.684, 1.664], [-0.471, 0.536, -0.010], [-0.200, 0.454, -0.373], [-0.128, 0.033, -0.583], [-1.683, -1.207, -1.879], [0.899, 0.792, 0.392], [1.498, 0.316, 0.886], [-0.869, 1.181, 0.669], [-0.342, 0.529, 0.381], [0.006, 0.370, -0.493], [-0.176, -0.833, 0.966], [0.051, -0.167, -0.417], [0.608, -0.411, 0.336], [-0.173, -0.131, -0.532], [-0.090, 0.066, -0.628], [0.110, 0.232, 0.124]],
  "lumo_ha": [0.0702, 0.0688],
  "total_energy_ev": -217674.266,
  "charge": -1,
  "s2": 3.75,
  "multiplicity": 4,
  "relative_energy_kcal_mol": 0.0,
  "orbital_gap_ev": [5.176, 8.460],
  "largest_force_ev_per_a": 3.535
}

{
  "formula": "C27H38N3O",
  "method": "ωB97M-V/def2-TZVPD",
  "species": ["C", "N", "C", "O", "C", "C", "C", "C", "C", "C", "C", "C", "N", "C", "C", "C", "C", "C", "C", "C", "C", "C", "C", "C", "C", "C", "H", "H", "H", "H", "H", "H", "H", "H", "H", "H", "H", "H", "H", "H", "H", "H", "H", "H", "H", "H", "H", "H", "H", "H", "H", "H", "H", "C", "C", "C", "C", "N", "H", "H", "H", "H", "H", "H", "H", "H", "H", "H", "H"],
  "xyz": [[-4.935, -1.285, -0.987], [-3.592, -0.754, -1.004], [-2.774, -0.922, -2.079], [-3.050, -1.567, -3.089], [-1.460, -0.201, -1.772], [-1.150, 0.897, -2.788], [-0.925, 0.358, -4.181], [-1.716, 0.812, -5.242], [-1.581, 0.231, -6.506], [-0.619, -0.772, -6.705], [0.220, -1.179, -5.656], [0.072, -0.599, -4.392], [-1.660, 0.310, -0.409], [-0.688, 1.050, 0.179], [-0.819, 1.661, 1.431], [0.140, 2.305, 2.216], [-0.215, 2.833, 3.520], [0.778, 3.481, 4.310], [0.497, 3.892, 5.608], [-0.759, 3.668, 6.194], [-1.039, 4.136, 7.601], [-1.735, 3.012, 5.438], [-1.490, 2.619, 4.130], [-3.028, 0.023, 0.103], [-3.873, 1.289, 0.296], [-3.024, -0.848, 1.370], [-5.139, -1.802, -1.924], [-5.068, -1.978, -0.153], [-5.666, -0.485, -0.855], [-0.651, -0.957, -1.775], [-1.991, 1.604, -2.784], [-0.269, 1.444, -2.422], [-2.463, 1.587, -5.049], [-2.228, 0.561, -7.325], [-0.502, -1.225, -7.692], [0.984, -1.950, -5.804], [0.695, -0.909, -3.546], [0.269, 1.088, -0.359], [-1.769, 1.530, 1.939], [1.203, 2.147, 2.043], [1.772, 3.623, 3.879], [1.262, 4.400, 6.187], [-2.049, 3.889, 7.948], [-0.339, 3.695, 8.320], [-0.910, 5.222, 7.691], [-2.709, 2.811, 5.872], [-2.291, 2.094, 3.600], [-4.003, 1.808, -0.664], [-4.858, 1.016, 0.696], [-3.402, 1.978, 0.997], [-2.607, -1.837, 1.128], [-2.421, -0.395, 2.160], [-4.053, -0.966, 1.734], [4.687, 4.505, 0.172], [3.859, 3.296, 0.620], [3.918, 2.282, -0.534], [4.584, 2.710, 1.842], [2.455, 3.629, 0.893], [4.805, 5.272, 0.946], [5.685, 4.124, -0.085], [4.284, 4.972, -0.730], [3.370, 1.346, -0.325], [3.513, 2.725, -1.453], [4.976, 2.042, -0.732], [4.008, 1.879, 2.276], [5.589, 2.359, 1.552], [4.692, 3.484, 2.615], [1.767, 2.933, 0.594], [2.191, 4.160, 1.727]],
  "forces_ev_per_angstrom": [[-0.383, 0.057, 0.475], [0.585, 0.148, -0.397], [-0.496, -1.021, -0.923], [0.625, 1.163, 1.468], [0.222, -0.910, -0.415], [-0.104, 0.437, 0.080], [0.157, 0.105, -0.123], [0.070, -0.433, 0.127], [0.307, -0.092, 0.145], [0.053, 0.148, 0.144], [-0.127, 0.220, 0.131], [-0.353, -0.046, -0.332], [1.715, 1.450, 0.583], [-1.111, -1.509, -0.432], [0.165, 0.425, 1.158], [-1.216, -1.870, 0.328], [-0.114, 0.096, 0.794], [-0.430, -0.388, -0.208], [-0.034, -0.011, -0.253], [0.170, 0.125, 0.015], [0.027, 0.015, 0.210], [0.042, -0.020, -0.446], [0.424, 0.074, -0.166], [-0.962, -0.228, 0.131], [0.173, 0.222, -0.115], [0.318, -0.035, -0.153], [0.236, 0.092, 0.069], [0.049, -0.098, -0.121], [0.015, 0.005, -0.138], [-0.343, 0.308, 0.064], [0.176, -0.049, -0.055], [-0.083, -0.024, -0.196], [0.195, -0.287, -0.170], [0.333, -0.182, 0.301], [-0.086, 0.130, 0.331], [-0.372, 0.358, -0.059], [-0.102, 0.006, -0.413], [-0.499, 0.051, 0.049], [0.114, 0.343, -0.543], [-0.261, 0.617, -0.255], [-0.281, 0.022, 0.228], [-0.045, -0.081, -0.075], [0.202, 0.021, -0.267], [-0.036, -0.017, -0.219], [-0.046, -0.177, -0.147], [0.110, 0.036, -0.008], [0.325, 0.281, 0.246], [0.015, -0.134, 0.254], [0.274, 0.076, -0.150], [-0.181, 0.006, -0.046], [-0.113, 0.276, 0.158], [-0.140, -0.123, -0.021], [0.343, 0.013, -0.104], [0.128, 0.064, -0.266], [0.315, -0.108, 0.023], [-0.020, 0.072, -0.129], [-0.181, -0.117, 0.177], [-0.277, -0.005, -0.487], [-0.137, -0.175, -0.056], [-0.114, 0.277, 0.127], [-0.117, -0.033, 0.140], [0.204, 0.255, 0.077], [-0.005, -0.085, 0.186], [-0.494, -0.075, 0.080], [0.244, 0.076, -0.135], [-0.390, 0.099, 0.259], [0.035, -0.198, -0.120], [0.865, 0.824, 0.201], [0.421, -0.461, -0.617]],
  "lumo_ha": -0.1803,
  "total_energy_ev": -35127.159,
  "charge": 1,
  "multiplicity": 1,
  "relative_energy_kcal_mol": 9.1,
  "orbital_gap_ev": 6.254,
  "largest_force_ev_per_a": 2.320
}

{
  "formula": "CH3NOS2",
  "method": "ωB97M-V/def2-TZVPD",
  "species": ["C", "N", "O", "S", "S", "H", "H", "H"],
  "xyz": [[1.547, 0.082, -0.064], [-0.870, -0.233, 0.152], [1.909, 0.863, 0.748], [-1.423, 0.880, 1.192], [-1.163, -0.163, -1.472], [1.695, -0.198, -1.088], [-1.384, -0.052, 2.273], [-0.312, -1.180, -1.739]],
  "forces_ev_per_angstrom": [[-1.117, 0.783, 3.283], [1.119, -1.195, -0.180], [0.028, -0.936, -1.854], [-0.334, -0.720, 1.630], [0.098, 0.269, -0.471], [0.709, 0.299, -1.240], [-0.119, 1.432, -1.082], [-0.385, 0.068, -0.086]],
  "lumo_ha": [-0.0196, 0.0152],
  "total_energy_ev": -26289.047,
  "multiplicity": 1,
  "relative_energy_kcal_mol": 90.4,
  "orbital_gap_ev": [6.886, 8.173],
  "largest_force_ev_per_a": 3.555
}

{
  "formula": "C2F6N2O3S",
  "method": "ωB97M-V/def2-TZVPD",
  "species": ["O", "N", "N", "C", "F", "F", "F", "S", "O", "O", "C", "F", "F", "F"],
  "xyz": [[-1.978, 1.512, 1.782], [-1.541, 1.386, 0.688], [-0.326, 0.778, 0.524], [0.285, 0.061, 1.574], [1.199, -0.717, 1.042], [-0.612, -0.668, 2.221], [0.858, 0.814, 2.437], [0.390, 0.606, -0.998], [1.796, 0.677, -0.788], [-0.206, 1.449, -1.911], [0.076, -1.263, -1.534], [-0.580, -1.789, -0.517], [-0.604, -1.092, -2.728], [1.242, -1.755, -1.792]],
  "forces_ev_per_angstrom": [[0.932, -0.476, 0.167], [-1.643, 1.174, -1.572], [0.081, -0.229, 0.230], [-0.380, -0.842, 0.307], [0.602, -1.537, 0.425], [-0.387, -0.694, 0.044], [0.992, 1.711, 1.533], [2.552, -1.972, 0.195], [-0.094, 0.332, -0.038], [-2.183, 1.880, -1.637], [-0.605, 4.307, -0.849], [-0.232, -1.193, -1.206], [0.335, -1.340, 2.126], [0.029, -1.122, 0.276]],
  "lumo_ha": -0.0225,
  "total_energy_ev": -38332.543,
  "smiles": "O=NN(C(F)(F)F)S(=O)(=O)C(F)(F)F",
  "multiplicity": 1,
  "relative_energy_kcal_mol": 0.0,
  "orbital_gap_ev": 10.286,
  "largest_force_ev_per_a": 4.431
}

{
  "formula": "C24H26N4PtSi",
  "method": "ωB97M-V/def2-TZVPD",
  "species": ["C", "C", "C", "H", "C", "C", "H", "H", "H", "H", "Pt", "C", "H", "H", "H", "Si", "C", "C", "H", "C", "H", "C", "H", "C", "H", "C", "H", "C", "C", "H", "C", "H", "C", "H", "C", "H", "C", "H", "H", "H", "N", "C", "C", "N", "C", "C", "N", "C", "C", "N", "H", "H", "H", "H", "H", "H"],
  "xyz": [[-2.052, -1.697, 0.373], [-1.333, -2.203, 1.452], [-1.077, -1.084, 2.313], [-0.952, -3.213, 1.558], [-1.435, 0.104, 1.712], [-2.256, -0.275, 0.596], [-2.879, 0.415, 0.015], [-2.314, -2.185, -0.569], [-0.620, -1.117, 3.253], [-1.199, 1.136, 2.140], [0.074, 2.451, 1.323], [1.727, 2.566, 0.337], [2.379, 3.114, 0.997], [1.719, 2.943, -0.725], [1.916, 1.456, 0.427], [1.648, -1.240, -0.342], [1.669, -1.488, -2.170], [1.018, -2.760, -2.455], [0.681, -3.475, -1.625], [1.037, -3.097, -3.815], [0.636, -4.069, -4.093], [1.725, -2.319, -4.782], [1.812, -2.698, -5.811], [2.298, -1.059, -4.458], [2.821, -0.453, -5.220], [2.318, -0.604, -3.114], [2.950, 0.290, -2.788], [2.697, -1.666, 1.071], [3.173, -2.957, 0.745], [3.390, -3.205, -0.291], [3.342, -3.892, 1.762], [3.783, -4.868, 1.555], [3.061, -3.551, 3.110], [3.284, -4.245, 3.933], [2.597, -2.250, 3.476], [2.459, -1.946, 4.559], [2.429, -1.282, 2.440], [2.064, -0.256, 2.691], [0.444, 2.137, 2.782], [0.760, -2.323, -0.070], [-4.489, 3.398, 0.455], [-5.105, 3.208, 1.690], [-4.111, 2.713, 2.538], [-2.981, 2.483, 1.819], [-3.152, 2.963, 0.576], [-2.169, 3.105, -0.502], [-0.887, 2.679, -0.468], [-0.387, 2.708, -1.793], [-1.236, 3.533, -2.473], [-2.380, 3.737, -1.707], [-4.816, 3.925, -0.363], [-6.148, 3.468, 1.848], [-4.125, 2.597, 3.601], [0.490, 2.109, -2.097], [-1.046, 4.020, -3.402], [-3.250, 4.222, -2.018]],
  "forces_ev_per_angstrom": [[-0.156, -0.070, 0.103], [-1.333, 0.023, -1.854], [0.528, 1.680, -0.404], [-0.160, 0.210, 0.101], [-0.370, -0.044, 1.354], [0.960, -0.239, -0.406], [0.359, -0.530, 0.103], [-0.083, -0.049, 0.589], [0.790, -0.236, 1.181], [-1.166, -2.275, -0.250], [-3.322, -0.308, -0.302], [1.591, -0.711, -0.176], [0.814, 0.184, -0.321], [0.015, -0.302, 1.318], [0.622, 0.906, -0.655], [-1.738, 1.819, -0.030], [1.154, -0.303, 0.379], [1.212, 1.476, -1.040], [0.316, 1.433, -1.548], [0.635, -0.282, 0.050], [0.025, 0.156, -0.235], [-0.376, 0.726, 0.476], [-0.172, 0.257, 0.533], [0.275, -0.144, 0.509], [-0.385, -0.571, 0.324], [-0.510, -1.849, -0.124], [-1.291, -1.288, -0.427], [0.891, -0.416, 1.735], [0.237, 0.291, 1.615], [-0.054, -0.131, 0.096], [0.348, 0.174, 0.995], [-0.279, 0.174, 0.011], [-0.087, 1.008, 0.154], [-0.231, 0.113, -0.605], [0.651, 0.233, -0.820], [0.095, -0.571, -1.490], [0.194, -0.836, -0.540], [0.254, -0.986, -0.434], [1.650, 0.294, 1.223], [-1.076, -0.408, 0.326], [1.353, -0.233, -0.115], [0.952, 0.328, -0.027], [-0.931, 0.376, -1.970], [0.925, 1.591, -1.388], [-1.917, 0.264, 1.640], [1.694, 0.375, -0.223], [-1.828, -0.836, -1.888], [-0.945, 1.016, 1.501], [0.013, -0.755, -0.338], [-0.569, 0.097, 0.021], [-0.229, -0.595, 0.962], [0.396, -0.035, -0.025], [-0.205, -0.436, 0.208], [-0.566, 1.021, 0.297], [-0.456, -0.031, -0.557], [1.483, -0.757, 0.387]],
  "lumo_ha": [-0.0035, -0.0309],
  "total_energy_ev": -42385.064,
  "s2": 2.02,
  "multiplicity": 3,
  "orbital_gap_ev": [5.975, 5.919],
  "largest_force_ev_per_a": 3.350
}